## one
Density functional theory data (ωB97M-V/def2-TZVPD) for a molecular structure, C2H3NO2.

XYZ file:
```
8
C2H3NO2 ωB97M-V/def2-TZVPD
C -1.04985 -1.26702 -0.44705
C 0.65636 0.77717 0.33091
N 0.26649 0.05617 -0.82119
O -0.98854 -2.35806 -0.07867
O -1.32090 -0.12944 -0.80396
H 0.55877 0.23873 1.27703
H 1.71851 0.93217 0.13891
H 0.15916 1.75028 0.40402
```

Properties
LUMO energy ... 0.640 eV
Net charge ... 0
Frontier orbital gap ... 0.3510 hartree

Now the Mulliken charges, all in e:
1 C 0.77
2 C -0.60
3 N -0.40
4 O -0.32
5 O -0.24
6 H 0.27
7 H 0.27
8 H 0.24



## two
Density functional theory data (ωB97M-V/def2-TZVPD) for 2 unconnected molecules or ions with the total composition C2H3NO2.

XYZ file:
```
8
C2H3NO2 ωB97M-V/def2-TZVPD
C 0.36858 -0.46295 -0.05165
C 0.28121 0.90328 0.14885
N 1.39986 3.43266 0.01764
O 2.39095 3.78622 0.44583
O 1.07969 1.58482 0.83160
H -0.56636 -0.99665 -0.48556
H 1.20289 -1.18806 0.10132
H -0.74081 1.49769 0.08050
```

Properties
LUMO energy (spin up / spin down) ... -0.221 / -1.512 eV
Net charge ... 0
Frontier orbital gap (spin up / spin down) ... 0.3282 / 0.2357 hartree

Now the Mulliken charges, all in e:
1 C -0.65
2 C 0.23
3 N 0.30
4 O -0.14
5 O -0.46
6 H 0.21
7 H 0.27
8 H 0.25



## three
Density functional theory data (ωB97M-V/def2-TZVPD) for a single C2H3NO2 molecule.

XYZ file:
```
8
C2H3NO2 ωB97M-V/def2-TZVPD
O 1.88398 -0.73151 0.03459
C 0.94653 -0.02045 0.06360
N 0.27489 1.04053 -0.37532
C -0.45280 0.15408 0.45124
O -1.28019 -1.04093 -0.19934
H 0.05088 1.81997 -0.98283
H -0.89377 0.48994 1.40079
H -0.52952 -1.71163 -0.39274
```

Properties
LUMO energy ... 0.785 eV
Net charge ... 0
Frontier orbital gap ... 0.4056 hartree

Now the Mulliken charges, all in e:
1 O -0.51
2 C 0.41
3 N -0.22
4 C 0.01
5 O -0.55
6 H 0.25
7 H 0.28
8 H 0.31



Comparing the structures above, three comes out on top by 140.9 kJ/mol.